[1]
Computed, not measured: a molecular structure, C29H31N7O2SW, with ωB97M-V/def2-TZVPD.

Calculated values
E (hartree): -2122.14266
Charge: +2
F_max (Eh/bohr): 0.013
HOMO level (eV): -13.351
Multiplicity: 1

CARTESIAN COORDINATES (ANGSTROEM)
W 0.015 0.857 0.176
S -3.666 3.211 1.795
O 0.940 1.088 1.972
O -0.960 -0.335 1.579
N 0.404 0.623 3.066
N -0.437 2.312 -1.272
N -1.264 2.086 1.033
N -1.157 -0.061 -1.147
N 1.182 -0.956 0.178
N 1.831 1.416 -0.464
N -0.593 -0.092 2.828
C -2.423 -1.531 3.531
C -1.382 -0.696 3.893
C -1.320 2.015 -2.216
C 2.503 -0.783 -0.015
C -1.652 0.623 -2.252
C 0.936 -3.452 -0.205
C -2.962 0.463 -4.411
C 2.869 0.511 -0.506
C -1.824 -0.982 6.202
C -2.876 -1.829 5.876
C 2.178 2.827 -0.735
C -0.097 3.719 -1.011
C 4.813 -1.858 0.075
C -2.329 -0.032 -3.261
C 5.283 0.176 -1.222
C -1.944 3.021 -3.002
C -1.550 -1.473 -1.024
C 0.819 -2.272 0.763
C -2.312 2.575 1.358
C -3.175 -2.101 4.549
C 4.068 0.856 -1.113
C 3.468 -1.763 0.339
C -0.705 -2.441 -1.870
C 5.646 -1.024 -0.672
C 1.156 3.787 -0.171
C -0.290 -3.683 -1.084
C -1.058 -0.398 5.207
C -2.738 2.907 -4.110
C -3.163 1.760 -4.795
H -2.654 -1.726 2.496
H 1.123 -4.348 0.393
H -1.596 -0.768 7.237
H -3.379 -0.299 -5.057
H 6.667 -1.351 -0.821
H -3.730 1.922 -5.703
H 0.185 -1.921 -2.235
H 0.103 4.200 -1.970
H -3.072 3.849 -4.528
H -2.610 -1.551 -1.271
H 1.812 -3.334 -0.848
H -0.941 4.223 -0.534
H 0.959 3.559 0.880
H -0.074 -4.498 -1.775
H -3.470 -2.275 6.662
H -1.262 -2.740 -2.759
H 5.283 -2.745 0.484
H -0.241 0.265 5.451
H 6.044 0.702 -1.786
H -3.997 -2.755 4.295
H 1.438 -2.428 1.650
H -1.765 4.035 -2.680
H -0.184 -2.230 1.160
H -1.510 -1.734 0.023
H -1.129 -4.033 -0.474
H 3.092 -2.602 0.900
H 3.146 3.019 -0.275
H 4.076 1.818 -1.601
H 1.553 4.801 -0.188
H -2.378 -1.105 -3.170
H 2.277 2.976 -1.816

[2]
Computed, not measured: 3 unconnected molecules or ions with the total composition C21H46O10S in a non-equilibrium geometry, with ωB97M-V/def2-TZVPD.

Calculated values
E (hartree): -1978.12523
Charge: 0
F_max (Eh/bohr): 0.083
HOMO level (eV): -8.949
SMILES: CCCCC[C@]1(CC)COS(=O)(=O)O1.COCCOCCOC.COCCOCCOC
Multiplicity: 1

CARTESIAN COORDINATES (ANGSTROEM)
S -0.498 -1.506 -1.608
O 0.400 -5.535 1.071
O 0.332 -0.312 -2.386
O 0.667 -1.817 -0.488
O -4.072 6.351 -0.115
O 0.220 -7.639 3.483
O -1.649 -1.068 -0.785
O -4.818 5.318 -3.027
O 0.578 -4.644 3.999
O -0.984 -2.607 -2.451
O -2.201 4.489 -1.658
C -4.252 4.017 -2.967
C 1.319 -4.615 1.636
C 3.758 0.494 -2.432
C 1.620 -4.967 3.084
C -0.466 -4.936 0.124
C 4.857 -0.672 0.362
C -0.623 -5.407 3.927
C -4.882 5.831 -4.341
C 1.704 -0.800 -0.541
C 4.726 0.849 -0.022
C 4.888 1.128 -1.541
C 1.276 0.351 -1.485
C 0.333 1.463 -0.843
C -3.463 3.826 -1.682
C -0.491 -6.839 4.418
C 0.827 1.988 0.548
C -2.668 6.490 -0.276
C -4.451 6.084 1.219
C 1.049 -8.602 4.099
C 2.371 1.189 -2.205
C -2.209 5.912 -1.604
H -3.887 5.238 1.627
H 5.868 -0.869 0.752
H 1.698 -8.140 4.850
H 1.925 -6.008 3.188
H 1.920 -0.567 0.515
H -5.508 5.819 1.219
H 1.680 -9.042 3.327
H -2.438 7.562 -0.252
H -1.491 -7.274 4.530
H -1.249 -5.655 -0.117
H -5.646 5.305 -4.924
H -0.942 -4.039 0.535
H -2.130 5.994 0.539
H -1.165 6.207 -1.744
H 3.747 -0.604 -2.361
H 4.701 -1.347 -0.496
H 4.136 -0.859 1.179
H -0.726 1.159 -0.859
H 0.082 -4.683 -0.789
H -5.149 6.886 -4.275
H -4.057 4.085 -0.805
H 2.247 -4.670 1.051
H 2.534 2.148 -1.681
H -3.591 3.836 -3.824
H 4.946 2.207 -1.774
H 1.558 1.334 1.052
H 5.567 1.359 0.494
H 5.860 0.689 -1.845
H -1.322 -4.898 4.596
H -2.764 6.334 -2.441
H 3.810 1.292 0.414
H 0.407 2.318 -1.544
H 2.581 -1.401 -0.842
H 0.007 -6.841 5.393
H -5.076 3.294 -2.995
H -3.227 2.763 -1.596
H -3.912 5.755 -4.843
H 2.473 -4.359 3.399
H 1.961 1.440 -3.204
H -4.306 6.969 1.847
H 1.346 2.953 0.385
H -0.047 2.115 1.204
H 0.446 -9.392 4.559
H -1.058 -5.361 2.930
H 4.062 0.727 -3.474
H 0.929 -3.592 1.589

[3]
Computed, not measured: 2 unconnected molecules or ions with the total composition C7H12N2O4P2 in a non-equilibrium geometry, with ωB97M-V/def2-TZVPD.

Calculated values
E (hartree): -1367.18274
Charge: -2
F_max (Eh/bohr): 0.099
HOMO level (eV): -0.612
Multiplicity: 1
ΔE to the lowest compared entry with this formula, charge and spin (kcal/mol): 20.2

CARTESIAN COORDINATES (ANGSTROEM)
P 0.187 1.916 -0.805
P 3.615 3.980 -1.487
O 3.452 5.151 -2.423
O -1.102 1.804 -1.567
O 4.951 3.718 -0.893
O 3.451 2.495 -2.425
N -0.598 -0.969 -0.029
N -0.375 -3.044 0.610
C -1.725 -2.795 0.445
C -2.628 -3.897 0.800
C -1.858 -1.483 0.069
C -2.844 -3.816 2.328
C 0.210 -1.936 0.381
C 0.901 3.472 -0.840
C 2.149 3.850 -0.219
H 0.609 4.288 -1.450
H 1.274 -2.010 0.532
H -3.218 -4.696 2.954
H -3.525 -3.793 0.359
H -2.129 -4.723 0.546
H 2.574 2.118 -2.401
H 2.314 4.805 0.229
H -0.219 0.076 -0.273
H -1.940 -3.576 2.740
H -2.556 -0.798 -0.262
H 2.545 2.944 0.397
H -3.516 -3.081 2.681

[4]
Computed, not measured: C3H5NO2 in the gas phase in a non-equilibrium geometry, with ωB97M-V/def2-TZVPD.

Calculated values
E (hartree): -322.53723
Charge: 0
F_max (Eh/bohr): 0.088
HOMO level (eV): -9.541
SMILES: CC(=O)C(N)=O
Multiplicity: 1
ΔE to the lowest compared entry with this formula, charge and spin (kcal/mol): 23.3

CARTESIAN COORDINATES (ANGSTROEM)
O -0.578 -0.416 1.672
O 0.341 0.962 -1.417
N -1.383 1.279 0.451
C 1.120 -1.228 -0.465
C -0.516 0.281 0.681
C 0.473 0.156 -0.525
H 0.302 -1.823 -0.363
H -1.019 1.992 -0.179
H 1.715 -1.061 0.413
H -2.109 1.253 1.090
H 1.655 -1.395 -1.358

[5]
Computed, not measured: 2 unconnected molecules or ions with the total composition C32H37BF3NO2 in a non-equilibrium geometry, with ωB97M-V/def2-TZVPD.

Calculated values
E (hartree): -1771.23706
Charge: 0
F_max (Eh/bohr): 0.077
HOMO level (eV): -5.436
Multiplicity: 1
ΔE to the lowest compared entry with this formula, charge and spin (kcal/mol): 75.5

CARTESIAN COORDINATES (ANGSTROEM)
F 2.000 0.236 1.950
F 1.806 2.432 1.812
F 1.857 1.448 3.774
O -5.163 0.359 3.364
O -5.053 0.889 1.056
N 6.905 -3.369 -4.597
C -6.215 1.270 3.111
C 4.856 -0.147 -1.376
C 8.707 -0.131 -5.034
C 4.652 1.008 -0.631
C -2.224 0.777 3.551
C 7.367 -2.053 -4.549
C 2.302 0.989 -1.214
C -3.581 -1.908 0.506
C -2.839 0.689 2.309
C 1.374 1.327 2.508
C 7.695 0.679 -4.499
C 3.381 1.588 -0.556
C -0.753 1.276 1.221
C 6.517 0.117 -3.985
C -3.897 -2.285 2.942
C 3.785 -0.747 -2.101
C 2.478 -0.193 -1.927
C 6.333 -1.259 -3.977
C -6.992 2.236 0.733
C -2.123 0.996 1.155
C -4.989 3.153 1.816
C -6.295 2.258 4.270
C -0.845 1.033 3.624
C 4.012 -1.888 -2.926
C -0.121 1.216 2.455
C -5.837 1.892 1.666
C -4.321 -1.482 1.741
C 5.652 -3.447 -4.037
C 7.647 -4.450 -5.227
C 8.562 -1.528 -5.055
C -7.563 0.560 3.108
C 5.229 -2.170 -3.588
B -4.417 0.216 2.148
H -2.824 -2.224 3.140
H 3.234 2.468 0.062
H 1.619 -0.701 -2.371
H -4.101 -3.346 2.753
H 9.611 0.313 -5.449
H -7.543 3.099 1.129
H 5.491 1.455 -0.094
H 3.199 -2.603 -3.047
H -2.498 -1.778 0.590
H -2.627 0.994 0.190
H 5.112 -4.380 -3.931
H 7.841 1.759 -4.498
H -0.184 1.505 0.328
H -0.333 1.059 4.576
H -7.648 -0.187 2.310
H 9.351 -2.170 -5.457
H -5.403 -1.655 1.580
H 7.077 -4.885 -6.061
H 1.312 1.442 -1.140
H -5.366 2.812 4.428
H -7.693 1.405 0.603
H -7.699 0.059 4.075
H -8.372 1.300 3.006
H 8.599 -4.066 -5.619
H 7.864 -5.249 -4.507
H -7.114 2.975 4.115
H -4.279 3.077 2.651
H -6.517 1.693 5.185
H -6.579 2.516 -0.246
H 5.841 -0.617 -1.410
H -2.790 0.620 4.470
H -3.954 -1.392 -0.380
H 5.731 0.763 -3.606
H -4.424 -1.987 3.852
H -4.422 3.313 0.889
H -3.753 -2.986 0.372
H -5.653 4.013 1.976

[6]
Computed, not measured: 7 unconnected molecules or ions with the total composition C30H56O21P in a non-equilibrium geometry, with ωB97M-V/def2-TZVPD.

Calculated values
E (hartree): -3097.66951
Charge: -1
F_max (Eh/bohr): 0.094
HOMO level (eV): -3.704
Multiplicity: 1
ΔE to the lowest compared entry with this formula, charge and spin (kcal/mol): 270.9

CARTESIAN COORDINATES (ANGSTROEM)
P 3.118 7.528 2.096
O 7.957 -3.035 -0.512
O 7.923 -4.379 1.351
O 6.053 -3.954 0.086
O -0.740 7.919 -2.594
O 1.508 -2.131 -0.877
O -2.222 8.599 -9.057
O -4.275 7.681 -8.589
O -3.982 -6.690 5.117
O 1.807 6.484 1.523
O 1.701 -2.856 5.172
O -3.167 8.661 -6.965
O -3.524 -8.731 4.167
O -1.209 -10.191 -0.501
O -1.666 -8.150 0.449
O -0.395 -3.050 -0.279
O 2.032 8.713 2.787
O -5.522 -7.635 3.868
O 1.475 -3.475 0.986
O 0.051 -4.415 5.525
O -3.206 -9.095 -0.800
O 0.592 -2.801 7.067
C 1.000 3.235 -2.906
C -1.951 -9.242 -0.304
C -0.899 5.325 -2.998
C -3.129 8.340 -8.283
C -2.684 -6.706 5.707
C 0.942 8.772 1.757
C -2.032 4.209 -2.494
C 5.302 -4.782 0.971
C 7.368 -3.844 0.405
C -3.644 -10.179 -1.618
C -4.267 -7.782 4.364
C -0.368 -8.166 1.039
C -1.147 -3.878 0.606
C -4.374 7.279 -9.954
C -0.417 -3.326 7.927
C -0.153 2.128 -2.420
C -2.017 9.363 -6.498
C -5.959 -8.718 3.049
C -2.142 7.220 -0.477
C 0.714 -3.455 5.884
C 0.564 7.059 -0.481
C 0.919 -2.940 0.040
C 0.583 7.279 1.177
C 2.903 -1.924 -0.665
C -1.709 2.630 -2.194
C 9.352 -2.827 -0.300
C 1.942 -3.444 3.895
C -1.468 6.858 -3.286
C 0.651 4.835 -3.209
C -0.771 7.823 -1.138
H -2.588 1.903 -1.869
H -2.156 9.568 -5.432
H -4.658 -9.955 -1.960
H -3.671 -11.110 -1.044
H -6.974 -8.495 2.708
H 9.897 -3.775 -0.363
H -4.360 8.151 -10.615
H -0.426 -2.728 8.842
H -1.132 -3.470 1.622
H -2.222 7.590 0.655
H -2.656 6.930 -3.191
H -1.980 6.041 -0.390
H -2.999 -10.283 -2.498
H -2.183 -3.894 0.257
H -2.564 -5.786 6.286
H 5.316 -4.374 1.987
H 2.079 2.802 -3.060
H 9.719 -2.166 -1.091
H 0.013 9.036 2.456
H 1.479 5.614 -3.565
H 4.060 6.759 1.316
H -0.332 6.755 1.731
H 0.090 0.980 -2.234
H -5.328 6.762 -10.086
H -3.124 7.466 -1.067
H -5.987 -9.650 3.624
H 1.051 -3.373 3.263
H -1.909 -6.730 4.934
H -3.147 4.573 -2.371
H 3.079 -1.437 0.300
H 3.270 -1.263 -1.456
H 3.113 8.437 0.952
H -1.910 10.319 -7.021
H -0.248 -7.246 1.618
H 9.528 -2.341 0.665
H -1.117 8.751 -6.616
H -1.268 7.030 -4.452
H -1.403 -3.251 7.457
H 1.276 9.620 1.020
H -0.763 -4.903 0.594
H -0.194 -4.364 8.196
H 2.750 -2.886 3.413
H 3.449 -2.871 -0.728
H 3.174 6.640 3.254
H -5.315 -8.823 2.170
H -3.568 6.584 -10.211
H 5.685 -5.807 0.959
H -2.580 -7.557 6.388
H 4.266 -4.798 0.622
H -0.264 -9.017 1.720
H 1.520 7.571 -0.919
H 0.523 5.890 -0.630
H 4.286 8.177 2.704
H 2.260 -4.486 4.003
H -0.682 8.943 -0.730
H 0.407 -8.190 0.266

[7]
Computed, not measured: a molecular structure, C31H38IrNO2 in a non-equilibrium geometry, with ωB97M-V/def2-TZVPD.

Calculated values
E (hartree): -1513.28933
Charge: 0
F_max (Eh/bohr): 0.033
Expectation value of S²: 6.058
HOMO level (spin up / spin down) (eV): -3.949 / -7.900
Multiplicity: 5
ΔE to the lowest compared entry with this formula, charge and spin (kcal/mol): 1.1

CARTESIAN COORDINATES (ANGSTROEM)
Ir -0.899 -1.574 1.965
O 0.055 0.063 -0.963
O 0.031 -0.457 -6.108
N 0.445 0.978 3.925
C 1.171 -1.759 1.073
C -0.260 0.242 -8.162
C -0.326 -0.878 -1.995
C 1.359 -1.509 2.461
C -1.298 -2.002 -7.504
C -2.968 -1.740 1.586
C 0.725 4.658 4.135
C 0.678 -2.530 3.206
C 0.245 1.365 -1.527
C -2.496 -0.620 0.805
C 0.862 0.422 5.103
C 0.615 2.272 3.579
C -0.086 -1.105 -7.419
C 1.664 -0.629 7.599
C 0.360 -2.940 0.927
C 0.349 -0.810 7.146
C -0.060 0.838 -6.781
C -0.037 -0.341 5.897
C 0.529 2.629 2.197
C 1.178 -1.817 -7.854
C -2.794 -1.402 2.982
C 0.181 1.213 -3.051
C 2.599 0.021 6.781
C 0.061 -3.432 2.258
C 0.775 3.325 4.534
C -0.676 -0.056 -3.233
C 2.202 0.554 5.560
C -2.037 0.388 1.710
C 0.562 4.982 2.786
C -2.216 -0.086 3.043
C 0.475 3.968 1.815
H -1.607 1.343 1.422
H -0.217 2.102 -3.556
H -0.462 -0.590 -4.164
H 2.897 1.106 4.927
H 1.958 -0.999 8.586
H -1.944 0.454 3.946
H -3.382 -2.662 1.187
H -0.518 -4.319 2.495
H 0.817 5.446 4.888
H -1.147 -2.872 -6.858
H -0.916 1.418 -6.430
H -2.498 -0.547 -0.274
H -0.542 2.050 -1.152
H 3.639 0.133 7.092
H 0.040 -3.387 -0.008
H -1.052 -0.479 5.518
H 0.483 1.821 1.466
H 1.034 -2.202 -8.870
H 0.517 0.459 -8.885
H -2.209 -1.463 -7.220
H 1.908 -0.670 2.875
H 0.869 1.406 -6.705
H 1.200 0.984 -3.403
H 0.631 -2.608 4.287
H -1.743 0.215 -3.184
H -1.408 -2.352 -8.537
H -3.046 -2.036 3.836
H 0.514 6.031 2.478
H -1.148 -1.522 -1.631
H 0.365 4.202 0.758
H 0.895 3.056 5.583
H 1.377 -2.674 -7.203
H 1.573 -1.153 0.270
H 1.213 1.723 -1.138
H 2.047 -1.150 -7.879
H -0.389 -1.323 7.766
H 0.531 -1.552 -2.180
H -1.249 0.382 -8.579

[8]
Computed, not measured: 14 unconnected molecules or ions with the total composition H28O14 in a non-equilibrium geometry, with ωB97M-V/def2-TZVPD.

Calculated values
E (hartree): -1070.12607
Charge: 0
F_max (Eh/bohr): 0.062
HOMO level (eV): -10.118
Multiplicity: 1
ΔE to the lowest compared entry with this formula, charge and spin (kcal/mol): 47.0

CARTESIAN COORDINATES (ANGSTROEM)
O 7.268 8.242 13.918
O 1.357 7.025 13.433
O 3.595 9.140 11.770
O 6.432 5.924 14.739
O 5.017 7.375 9.856
O 7.272 6.015 11.894
O 4.421 8.601 14.942
O 6.091 3.353 13.605
O 5.914 4.341 10.298
O 3.253 5.600 15.245
O 1.085 5.956 11.080
O 4.666 6.724 12.570
O 6.740 9.181 11.263
O 3.363 4.302 12.613
H 6.626 8.718 12.042
H 4.164 5.785 15.097
H 6.897 3.288 13.068
H 1.197 6.410 11.965
H 5.557 6.503 12.739
H 7.017 8.406 14.868
H 0.452 6.984 13.647
H 7.960 5.437 12.241
H 6.114 4.231 13.929
H 7.222 5.554 15.061
H 2.739 3.661 12.202
H 4.079 5.970 12.743
H 7.841 6.636 11.360
H 1.981 5.672 10.876
H 5.131 7.113 10.749
H 6.745 6.690 14.243
H 4.235 3.886 12.650
H 6.489 4.980 10.647
H 8.177 8.023 13.928
H 4.760 9.342 14.446
H 3.889 8.331 12.187
H 2.734 6.268 14.850
H 5.162 8.323 9.746
H 5.974 9.714 11.278
H 3.175 8.866 10.958
H 4.775 7.827 14.534
H 6.431 4.013 9.553
H 1.614 7.935 13.554